A 2-piece molecular cluster, C4H9NO3 overall in a non-equilibrium geometry. Source: the OMol25 dataset; level of theory: ωB97M-V/def2-TZVPD.

Calculated values
Energy above the lowest of the compared OMol25 structures with the same formula, charge and spin in kJ/mol: 203.5
SMILES string: N[C@H](C=O)CC=O.O
E_LUMO in eV: 0.733
HOMO energy in eV: -9.5

The geometry in ORCA input format:
```
! wB97M-V def2-TZVPD RIJCOSX def2/J DEFGRID3
* xyz 0 1
O 2.28459 -1.43371 -1.19697
C 1.95891 -0.27201 -1.18336
C 1.81563 0.49373 0.13548
C 0.40306 0.33771 0.71945
C 0.45597 0.35032 2.22655
O -0.14210 1.13912 2.90416
N 2.15692 1.89600 0.01190
H 1.73916 0.22642 -2.14482
H 2.55880 0.01982 0.77050
H -0.23890 1.11682 0.34392
H 0.04132 -0.63926 0.42330
H 1.10345 -0.42707 2.67300
H 1.42467 2.50618 -0.31034
H 3.04596 2.06898 -0.42841
H -6.43390 -3.04965 -1.16022
H -5.96738 -1.71418 -1.78891
O -6.20615 -2.61922 -1.99523
*
```